Record 1
Molecular formula: C8H8IN
Method: DFT, ωB97M-V/def2-TZVPD

Properties
Energy above the lowest of the compared OMol25 structures with the same formula, charge and spin   45.70 kcal/mol
Maximum force   3.70 eV/A
DFT total energy   -18010.084 eV
Highest occupied orbital energy (alpha / beta)   -5.17 / -9.03 eV
⟨S²⟩   2.02

Structure (ORCA input):
```
! wB97M-V def2-TZVPD RIJCOSX def2/J DEFGRID3
* xyz 0 3
C -0.8089 -2.5130 -0.0578
C -2.0448 -1.8946 0.0527
C 0.3722 -1.7607 -0.0415
C -2.0480 -0.5274 0.1798
C 0.2769 -0.3627 0.1320
C 1.3868 1.7651 -0.7785
C 1.4241 1.8097 0.7367
C 1.4925 0.4599 -0.0074
N -0.9526 0.2062 0.1826
I 3.4404 -0.3319 0.0194
H -0.6347 -3.4765 -0.2826
H -2.9270 -2.3908 -0.0842
H 1.3453 -2.3068 -0.2660
H -2.9449 -0.0481 0.1832
H 0.5774 2.0394 -1.3821
H 2.1758 1.9897 -1.4463
H 2.3837 2.2462 1.2634
H 0.4941 2.1518 1.3273
*
```

Record 2
Molecular formula: C8H8N2
Method: DFT, ωB97M-V/def2-TZVPD

Properties
Energy above the lowest of the compared OMol25 structures with the same formula, charge and spin   82.84 kcal/mol
Maximum force   2.85 eV/A
DFT total energy   -11403.031 eV
Highest occupied orbital energy   -9.12 eV
SMILES string   c1ccc2c(c1)CC21NN1

Structure (ORCA input):
```
! wB97M-V def2-TZVPD RIJCOSX def2/J DEFGRID3
* xyz 0 1
C -2.3655 -0.5093 -0.8901
C -1.9882 -1.4671 0.0371
C -0.7503 -1.4289 0.6815
C 0.0515 -0.3809 0.3217
C -0.3226 0.6054 -0.5935
C -1.5390 0.5619 -1.2301
C 0.9344 1.4346 -0.4672
C 1.4776 0.3761 0.5078
N 2.2415 0.4886 1.6911
N 2.7886 -0.1523 0.4996
H -3.3339 -0.5963 -1.3624
H -2.6785 -2.2656 0.2740
H -0.4790 -2.1744 1.4118
H -1.8490 1.3062 -1.9479
H 1.5308 1.5480 -1.3703
H 0.7690 2.4101 -0.0085
H 2.6763 1.4040 1.8042
H 2.8364 -1.1601 0.6413
*
```

Record 3
Molecular formula: C8H8N2O3S
Method: DFT, ωB97M-V/def2-TZVPD

Properties
Energy above the lowest of the compared OMol25 structures with the same formula, charge and spin   144.48 kcal/mol
Maximum force   5.86 eV/A
DFT total energy   -28376.747 eV
Highest occupied orbital energy (alpha / beta)   -8.51 / -7.81 eV

Structure (ORCA input):
```
! wB97M-V def2-TZVPD RIJCOSX def2/J DEFGRID3
* xyz 0 1
C 2.7834 1.8986 -0.2479
C 0.7557 2.3623 -0.6813
C 2.1538 0.6808 -0.2247
C 0.8804 -1.4964 0.3869
C -0.0520 -0.0273 -0.5622
C -2.2113 0.8628 0.1914
C 0.5609 -2.8759 0.1221
C -3.5124 0.2645 0.2433
N 1.9186 2.8971 -0.4472
N 0.8237 0.9849 -0.5007
O -1.8174 1.8260 0.7206
O 3.3626 -1.1730 1.1909
O -1.3977 -0.0258 -0.5569
S 2.5083 -1.0724 0.0017
H 3.7969 2.0239 0.1737
H -0.1654 2.6315 -1.0721
H 0.4062 -3.4180 0.9952
H 1.2707 -3.5492 -0.4727
H -0.5046 -2.8285 -0.2940
H -3.5687 -0.6910 -0.3926
H -4.3856 0.8548 0.0861
H -3.6060 -0.1297 1.3406
*
```

Record 4
Molecular formula: C8H8N2S
Method: DFT, ωB97M-V/def2-TZVPD

Properties
Energy above the lowest of the compared OMol25 structures with the same formula, charge and spin   91.13 kcal/mol
Maximum force   8.04 eV/A
DFT total energy   -22238.090 eV
Highest occupied orbital energy   -8.28 eV
SMILES string   c1csc(Cc2c[nH]cn2)c1

Structure (ORCA input):
```
! wB97M-V def2-TZVPD RIJCOSX def2/J DEFGRID3
* xyz 0 1
C -2.3714 0.3183 -2.0430
C -1.4728 -0.4478 -2.7426
S -0.3299 -1.0972 -1.6685
C -1.1276 -0.3725 -0.3398
C -0.6076 -0.6496 1.0916
C 0.6732 0.0501 1.3899
C 1.5099 -0.0414 2.5514
N 2.4967 0.7824 2.3817
C 2.4379 1.3711 1.1284
N 1.2613 1.0138 0.5324
C -2.2456 0.3306 -0.6399
H -3.3603 0.8696 -2.6464
H -1.2068 -0.6063 -3.7741
H -0.5942 -1.6147 1.3589
H -1.6776 -0.3980 1.7695
H 1.4991 -0.6319 3.4986
H 3.4876 0.8315 3.0672
H 3.0303 2.2231 0.6355
H -2.9825 0.9546 0.0123
*
```

Record 5
Molecular formula: C8H8N3S
Method: DFT, ωB97M-V/def2-TZVPD

Properties
Energy above the lowest of the compared OMol25 structures with the same formula, charge and spin   53.97 kcal/mol
Maximum force   5.15 eV/A
DFT total energy   -23721.455 eV
Highest occupied orbital energy   -12.76 eV

Structure (ORCA input):
```
! wB97M-V def2-TZVPD RIJCOSX def2/J DEFGRID3
* xyz 1 1
C 1.3778 0.3967 -2.1761
C -2.5413 -0.1215 1.0157
C -2.4600 0.3524 -0.3085
C -1.3493 -0.7416 1.4843
C -1.2030 0.4407 -1.0075
C -0.1720 -0.7115 0.8001
C 2.2270 2.2373 0.5615
C 1.1267 -0.0956 -0.9996
N 1.8363 0.9465 -3.1377
N -0.1066 -0.1234 -0.4334
N 3.0852 2.6775 -0.1751
S 1.2090 1.8644 1.7114
H -3.4503 -0.4963 1.5165
H -3.4819 0.8205 -0.6078
H -1.2659 -1.1019 2.4130
H -1.1687 0.6985 -2.0632
H 0.6520 -1.2294 1.1120
H 1.9474 -0.6201 -0.4272
H 2.1237 0.5523 -4.0517
H 3.3552 2.5322 -1.0694
*
```

Record 6
Molecular formula: C8H8N4O
Method: DFT, ωB97M-V/def2-TZVPD

Properties
Energy above the lowest of the compared OMol25 structures with the same formula, charge and spin   54.83 kcal/mol
Maximum force   5.88 eV/A
DFT total energy   -16431.320 eV
Highest occupied orbital energy   -7.67 eV
SMILES string   N/N=c1\[nH]c2ccccc2[nH]c1=O

Structure (ORCA input):
```
! wB97M-V def2-TZVPD RIJCOSX def2/J DEFGRID3
* xyz 0 1
N -2.2645 2.9178 -0.9604
N -2.0828 1.7032 -1.5116
C -1.6083 0.8218 -0.7264
N -0.6713 0.8008 0.3044
C 0.4623 0.0971 0.5123
C 1.5446 0.5823 1.2327
C 2.5616 -0.3576 1.3971
C 2.3747 -1.7334 0.9932
C 1.3094 -2.1601 0.1998
C 0.3071 -1.2851 -0.0203
N -0.8297 -1.5752 -0.7472
C -1.7503 -0.6436 -1.2434
O -2.4954 -1.0507 -2.1234
H -2.7475 3.4951 -1.5810
H -1.5039 3.4125 -0.5632
H -0.7477 1.6071 0.8636
H 1.5417 1.5689 1.7814
H 3.5070 -0.0895 1.8868
H 3.1413 -2.3378 1.3927
H 1.0346 -3.3112 -0.0801
H -1.0830 -2.4624 -1.0071
*
```

Record 7
Molecular formula: C8H8N4O4
Method: DFT, ωB97M-V/def2-TZVPD

Properties
Energy above the lowest of the compared OMol25 structures with the same formula, charge and spin   5.07 kcal/mol
Maximum force   1.49 eV/A
DFT total energy   -22578.710 eV
Highest occupied orbital energy   -9.39 eV
SMILES string   O=c1cc[nH]c(=O)[nH]1.O=c1cc[nH]c(=O)[nH]1

Structure (ORCA input):
```
! wB97M-V def2-TZVPD RIJCOSX def2/J DEFGRID3
* xyz 0 1
O -2.4938 0.9372 0.6477
C -1.3697 1.3130 0.3751
C -0.9150 1.7553 -0.9327
C 0.3907 2.0713 -1.1070
N 1.2918 1.9975 -0.0708
C 0.9805 1.5175 1.1907
O 1.8227 1.3009 2.0438
N -0.3714 1.2906 1.3608
H -1.6123 1.8155 -1.7620
H 0.8205 2.3705 -2.0473
H 2.2758 2.1151 -0.2872
H -0.6408 0.8967 2.2528
O 2.3202 -0.9332 -1.2037
C 1.2288 -1.3049 -0.7691
C 0.0644 -1.6030 -1.5536
C -1.0949 -1.8925 -0.9258
N -1.1730 -2.0076 0.4341
C -0.1305 -1.7091 1.2848
O -0.2680 -1.6836 2.4833
N 1.0567 -1.4747 0.6010
H 0.1205 -1.5646 -2.6225
H -2.0290 -2.0351 -1.4569
H -2.0991 -2.0146 0.8928
H 1.8247 -1.1583 1.1719
*
```

Record 8
Molecular formula: C8H8N4O4
Method: DFT, ωB97M-V/def2-TZVPD

Properties
Energy above the lowest of the compared OMol25 structures with the same formula, charge and spin   92.92 kcal/mol
Maximum force   8.74 eV/A
DFT total energy   -22574.901 eV
Highest occupied orbital energy   -9.23 eV
SMILES string   O=c1cc[nH]c(=O)[nH]1.O=c1cc[nH]c(=O)[nH]1

Structure (ORCA input):
```
! wB97M-V def2-TZVPD RIJCOSX def2/J DEFGRID3
* xyz 0 1
O 1.1370 -3.8594 -0.3683
C 1.7989 -2.9473 -0.9692
C 1.6150 -1.4968 -0.9695
C 1.7603 -0.8081 -2.1752
N 2.5760 -1.4122 -3.1505
C 3.0862 -2.7450 -2.9434
O 3.5005 -3.2452 -3.9738
N 2.6823 -3.4260 -1.7952
H 0.9958 -0.9759 -0.2382
H 1.5194 0.2704 -2.2792
H 2.8409 -1.1855 -4.0846
H 2.6468 -4.4437 -2.0370
O -2.1883 0.2845 0.1721
C -2.2447 1.0802 1.1744
C -1.1555 1.1742 2.1718
C -1.0293 2.4615 2.6986
N -2.0194 3.4578 2.8414
C -3.3198 3.0985 2.2789
O -4.1374 3.9090 2.3208
N -3.3187 1.7967 1.5424
H -0.2213 0.5418 1.9927
H -0.2173 2.8143 3.2249
H -2.1782 4.0632 3.5367
H -4.1292 1.5929 1.0294
*
```

Record 9
Molecular formula: C8H8NO3P
Method: DFT, ωB97M-V/def2-TZVPD

Properties
Energy above the lowest of the compared OMol25 structures with the same formula, charge and spin   114.16 kcal/mol
Maximum force   4.01 eV/A
DFT total energy   -25343.410 eV
Highest occupied orbital energy   -0.30 eV

Structure (ORCA input):
```
! wB97M-V def2-TZVPD RIJCOSX def2/J DEFGRID3
* xyz -2 1
C -2.5408 2.3695 -0.5772
C -3.4383 1.2849 -0.5810
C -1.2947 2.1202 -0.1302
C -2.8927 0.0942 -0.1409
C -0.8745 0.9581 0.4746
C 1.5612 -0.9337 0.3385
C 1.7464 0.3355 0.2581
C 2.5940 -2.0002 0.1599
N -1.6366 -0.1339 0.3010
O 4.0775 0.3791 0.7315
O 3.5457 0.8734 -1.7219
O 3.3835 2.7081 -0.0831
P 3.3331 1.2336 -0.2745
H -2.6848 3.3066 -1.0896
H -4.4726 1.3121 -1.0305
H -0.5090 2.9507 -0.1794
H -3.3891 -0.9132 -0.0442
H 0.5451 -1.2572 0.5375
H 2.2204 -2.7510 -0.4616
H 3.5332 -1.5569 -0.2511
H 2.8051 -2.4911 1.0880
*
```

Record 10
Molecular formula: C8H8NO3P
Method: DFT, ωB97M-V/def2-TZVPD

Properties
Energy above the lowest of the compared OMol25 structures with the same formula, charge and spin   0.00 kcal/mol
Maximum force   1.02 eV/A
DFT total energy   -25348.348 eV
Highest occupied orbital energy   -8.35 eV
SMILES string   N#C/C=C1\C=CC=C[C@@H]1P(=O)(O)O

Structure (ORCA input):
```
! wB97M-V def2-TZVPD RIJCOSX def2/J DEFGRID3
* xyz 0 1
N 3.1369 -2.1031 -1.8530
C 2.2195 -1.4204 -1.7327
C 1.0666 -0.6399 -1.6019
C 0.7966 0.1287 -0.5270
C 1.7416 0.3420 0.5266
C 1.4520 1.1453 1.5686
C 0.1659 1.7769 1.6737
C -0.7933 1.5755 0.7611
C -0.5850 0.6869 -0.4058
P -1.5723 -0.8936 -0.3340
O -1.3250 -1.8434 -1.4297
O -3.0984 -0.4251 -0.1807
O -1.2403 -1.4694 1.1128
H 0.3754 -0.7271 -2.4249
H 2.7101 -0.1228 0.4149
H 2.1894 1.3383 2.3325
H -0.0045 2.4420 2.5057
H -1.7517 2.0667 0.8355
H -0.9126 1.1753 -1.3314
H -3.6276 -0.6549 -0.9462
H -0.9435 -2.3780 1.0359
*
```